{
  "formula": "C7H20ClLaPdSi",
  "method": "wB97M-V/def2-TZVPD",
  "total_energy_ev": -32314.656,
  "homo_lumo_gap_ev": [6.7, 3.9],
  "homo_energy_ev": [-6.586, -7.644],
  "multiplicity": 5,
  "symbols": ["La", "Cl", "C", "C", "H", "H", "H", "H", "H", "H", "Pd", "C", "C", "H", "H", "H", "H", "H", "C", "Si", "C", "C", "H", "H", "H", "H", "H", "H", "H", "H", "H"],
  "xyz": [[1.01023, 1.58712, 1.18179], [1.30864, 1.80741, 3.73219], [0.17084, 3.74101, 0.26016], [2.93509, 1.86068, -0.30652], [1.10925, 4.01297, -0.27379], [-0.68509, 3.76225, -0.44833], [0.03216, 4.44219, 1.10525], [2.71340, 2.79905, -0.83461], [2.87062, 1.02060, -1.02021], [3.93755, 1.90863, 0.15225], [-0.39269, 0.11197, -0.98443], [0.76675, -1.26821, -0.06670], [-1.28915, -0.29483, -2.84258], [1.38528, -1.33319, -0.98427], [1.39366, -1.10770, 0.83301], [0.15973, -2.18467, 0.01158], [-0.63531, -0.54617, -3.71824], [-2.34114, -0.00076, -3.11684], [-2.01222, 1.53665, 1.51679], [-1.53127, -0.24857, 1.03831], [-0.75377, -0.98992, 2.62792], [-2.98806, -1.26569, 0.50759], [-1.45130, 1.98282, 2.36007], [-3.05111, 1.42653, 1.84858], [-1.98752, 2.23114, 0.65608], [-1.58552, -1.30661, 3.27787], [-0.15227, -1.87812, 2.37957], [-0.12946, -0.30093, 3.23043], [-3.77235, -1.31180, 1.27648], [-3.42194, -0.83610, -0.40484], [-2.67414, -2.29373, 0.28475]],
  "forces_ev_per_a": [[0.3, 0.3, 0.1], [0.2, 0.2, 1.1], [0.0, 0.2, -0.5], [0.4, -0.1, 0.0], [-0.7, 0.1, 0.2], [0.5, 0.3, 0.4], [-0.2, -0.2, -0.4], [0.3, -0.3, -0.1], [0.3, 0.2, 0.0], [-0.2, -0.1, -0.4], [-1.2, 0.9, -1.9], [2.0, -1.9, -0.1], [-0.4, 0.1, -1.8], [0.2, -0.1, 0.4], [-0.2, -0.3, -0.5], [0.2, 0.4, 0.3], [-0.4, 0.1, 1.0], [1.1, -0.2, 0.7], [-0.6, 0.3, 0.0], [-1.0, 0.7, 2.0], [0.2, -0.1, -0.4], [-0.3, -0.3, -0.3], [-0.3, -0.2, -0.3], [-0.1, 0.2, 0.1], [-0.2, -0.3, 0.6], [0.2, 0.1, -0.2], [-0.3, 0.2, 0.3], [-0.3, -0.3, -0.4], [0.2, 0.1, -0.1], [0.0, -0.2, 0.2], [-0.1, 0.2, 0.0]],
  "mulliken_charge": [1.41, -0.60, -1.48, -1.31, 0.40, 0.34, 0.34, 0.31, 0.24, 0.34, -0.03, -1.49, -0.71, 0.36, 0.46, 0.45, 0.32, 0.30, -1.11, 0.50, -0.89, -1.07, 0.39, 0.37, 0.28, 0.35, 0.33, 0.26, 0.35, 0.28, 0.29]
}

---

{
  "formula": "C4H17NO3",
  "method": "wB97M-V/def2-TZVPD",
  "smiles": "CCCCN.O.O.O",
  "total_energy_ev": -12055.830,
  "homo_lumo_gap_ev": 10.0,
  "homo_energy_ev": -9.443,
  "symbols": ["C", "C", "C", "C", "N", "H", "H", "H", "H", "H", "H", "H", "H", "H", "H", "H", "H", "H", "O", "H", "H", "O", "H", "H", "O"],
  "xyz": [[2.93968, 0.27533, 0.47752], [2.54538, -1.01987, -0.22903], [1.32587, -0.87731, -1.13562], [0.06497, -0.34257, -0.42798], [-1.12228, -1.21756, -0.39948], [2.15552, 0.57953, 1.16681], [3.07613, 0.94402, -0.32959], [3.83645, 0.18209, 1.08777], [3.29898, -1.38779, -0.91549], [2.46411, -1.91083, 0.40096], [1.43059, -0.12418, -1.92661], [1.17101, -1.82025, -1.65987], [-0.30784, 0.64785, -0.68534], [0.30174, -0.22722, 0.63159], [-1.48816, -1.51012, -1.30051], [-0.84737, -2.09980, 0.01815], [-0.73060, 3.50113, -1.97019], [0.12918, 4.15328, -0.92692], [-0.64440, 3.58023, -1.01542], [-2.34602, 0.44359, -0.33837], [-2.88483, 1.81564, -0.12068], [-3.19207, 0.91083, -0.25756], [-0.92080, -1.13749, 3.14799], [-1.86238, -2.03488, 2.19803], [-1.09677, -1.99728, 2.76743]],
  "forces_ev_per_a": [[-0.2, -1.6, 0.5], [0.1, -0.7, -0.5], [-0.9, 1.2, -0.2], [-0.8, -1.1, 1.1], [0.0, -0.6, 0.0], [-0.1, 0.3, -0.2], [0.2, 1.4, -0.4], [0.2, 0.0, -0.2], [0.8, 0.4, -0.1], [-0.5, 0.4, 0.5], [1.0, -0.2, -0.1], [-0.4, -0.1, 0.1], [0.5, 0.1, -0.7], [0.1, 0.0, 0.1], [0.3, 0.5, -0.3], [-0.1, 0.1, 0.3], [-0.2, -0.1, -0.1], [-0.2, -0.1, 0.2], [0.3, 0.2, -0.1], [-0.4, -0.6, 0.2], [-0.3, 0.1, 0.0], [0.5, 0.5, -0.1], [-0.6, 0.3, -0.3], [-0.3, 0.8, 0.0], [0.9, -1.0, 0.3]],
  "mulliken_charge": [-1.08, -0.49, -0.66, -0.03, -0.68, 0.33, 0.28, 0.35, 0.34, 0.32, 0.31, 0.36, 0.02, 0.13, 0.15, 0.28, 0.31, 0.30, -0.62, 0.44, 0.32, -0.68, 0.30, 0.33, -0.65]
}

---

{
  "formula": "C4H8N2O2",
  "method": "wB97M-V/def2-TZVPD",
  "smiles": "C[C@@H](NC=O)C(N)=O",
  "total_energy_ev": -11352.971,
  "homo_lumo_gap_ev": 10.1,
  "homo_energy_ev": -9.489,
  "symbols": ["C", "N", "C", "C", "C", "N", "O", "O", "H", "H", "H", "H", "H", "H", "H", "H"],
  "xyz": [[0.97662, 0.36258, 1.68591], [-0.06380, 0.88636, 0.97402], [-0.99056, -1.33397, 0.16749], [-0.90476, 0.24035, -0.08132], [-0.21266, 0.28515, -1.46841], [1.11360, 0.56059, -1.52195], [-0.91520, 0.07549, -2.43233], [1.37589, -0.77772, 1.59921], [1.32305, 1.00449, 2.49152], [-0.31416, 1.86042, 0.91189], [-1.71865, -1.84284, -0.48747], [-1.25186, -1.39997, 1.21044], [-0.04785, -1.81512, -0.08712], [-1.80668, 0.84136, 0.02335], [1.68181, 0.52047, -0.68774], [1.75520, 0.53236, -2.29748]],
  "forces_ev_per_a": [[-1.1, -0.2, 0.3], [-0.7, -0.3, -1.0], [-0.9, 1.2, -0.6], [2.8, -1.8, 0.4], [-1.1, 0.7, -0.4], [1.4, 0.1, 1.1], [0.1, -0.1, -0.4], [0.4, 0.1, -0.3], [0.3, 0.7, 0.0], [0.9, 0.2, 1.0], [-0.1, 0.7, 0.4], [0.0, -0.8, 0.3], [0.1, 0.3, 0.5], [-0.4, -0.7, -0.9], [-0.6, 0.0, 0.3], [-1.0, -0.3, -0.8]],
  "mulliken_charge": [-0.11, -0.24, -1.27, 0.18, 0.35, -0.32, -0.61, -0.50, 0.42, 0.22, 0.36, 0.34, 0.33, 0.40, 0.20, 0.23]
}

---

{
  "formula": "C4H12N2O",
  "method": "wB97M-V/def2-TZVPD",
  "smiles": "NCCNCCO",
  "total_energy_ev": -9369.036,
  "homo_lumo_gap_ev": 9.6,
  "homo_energy_ev": -8.646,
  "symbols": ["N", "C", "C", "N", "C", "C", "O", "H", "H", "H", "H", "H", "H", "H", "H", "H", "H", "H", "H"],
  "xyz": [[2.01488, -1.67639, -1.49742], [1.49459, -1.67322, -0.08953], [1.48365, -0.21102, 0.43802], [0.41087, 0.66430, 0.01261], [-0.92427, 0.52641, 0.51523], [-1.96265, 1.58464, 0.11568], [-3.23053, 1.16543, 0.61210], [2.07870, -0.73377, -1.84196], [1.31854, -2.18004, -2.02534], [2.22360, -2.16239, 0.56809], [0.51593, -2.13126, -0.08636], [1.29469, -0.30738, 1.51068], [2.43061, 0.29635, 0.25499], [0.36872, 0.75598, -1.00211], [-1.50708, -0.39536, 0.36347], [-0.86357, 0.38321, 1.60282], [-1.63125, 2.60569, 0.33671], [-2.02746, 1.60933, -0.97420], [-3.48796, 1.87948, 1.18651]],
  "forces_ev_per_a": [[-0.5, -0.8, 1.0], [1.6, 1.8, -0.8], [-1.7, -0.8, 0.9], [-0.3, 0.8, -1.8], [-0.9, -1.1, 1.6], [1.2, -0.4, -0.9], [0.6, 0.6, 0.0], [-0.1, 0.2, -0.2], [0.2, 0.1, -0.6], [-0.4, -0.5, -0.2], [-0.2, -0.1, 0.5], [0.6, 0.2, 0.2], [0.1, -0.2, 0.0], [0.2, 0.0, 0.2], [0.5, -0.5, -1.0], [0.1, 1.0, 0.2], [-0.4, -0.1, 0.7], [0.0, -0.2, -0.2], [-0.6, 0.1, 0.5]],
  "mulliken_charge": [-0.61, -0.21, -0.96, -0.18, -0.47, -0.52, -0.50, 0.23, 0.25, 0.25, 0.27, 0.39, 0.38, 0.23, 0.26, 0.27, 0.36, 0.24, 0.32]
}

---

{
  "formula": "C22H33Cl2N2O21PS6",
  "method": "wB97M-V/def2-TZVPD",
  "total_energy_ev": -168663.090,
  "homo_lumo_gap_ev": 6.6,
  "homo_energy_ev": -8.020,
  "symbols": ["C", "C", "P", "C", "C", "C", "C", "N", "S", "N", "C", "C", "O", "C", "C", "Cl", "C", "C", "Cl", "H", "H", "H", "H", "H", "H", "H", "H", "H", "H", "H", "H", "H", "C", "C", "O", "S", "O", "O", "O", "H", "H", "H", "H", "C", "C", "O", "S", "O", "O", "O", "H", "H", "H", "H", "C", "C", "O", "S", "O", "O", "O", "H", "H", "H", "H", "C", "C", "O", "S", "O", "O", "O", "H", "H", "H", "H", "C", "C", "O", "S", "O", "O", "O", "H", "H", "H", "H"],
  "xyz": [[1.13150, -5.30025, 1.76167], [1.67116, -5.03868, 0.29429], [1.33802, -3.26226, -0.31561], [1.30325, -3.42777, -2.18082], [-0.31282, -2.71460, 0.37452], [-1.42143, -3.63743, 0.55161], [-2.76932, -3.28998, 1.11405], [-3.80431, -4.17977, 1.29502], [-4.98900, -3.17130, 1.95433], [-4.23113, -1.67834, 2.05139], [-2.95735, -1.84276, 1.53161], [-1.83406, -0.86391, 1.36134], [-1.99436, 0.45263, 1.75739], [-0.53198, -1.24212, 0.77961], [0.57449, -0.17175, 0.59007], [2.16199, -0.23377, 1.41899], [0.36514, 0.87297, -0.27485], [-0.95358, 1.09167, -1.08858], [1.65122, 2.12103, -0.56193], [0.18957, -5.92020, 1.70999], [1.84009, -5.87169, 2.41395], [0.83039, -4.34822, 2.29481], [2.78520, -5.17302, 0.31339], [1.14415, -5.71728, -0.43584], [0.49872, -4.12394, -2.56741], [2.28466, -3.91975, -2.46935], [1.24463, -2.45512, -2.73605], [-1.25617, -4.71108, 0.25537], [-2.89484, 0.75502, 1.52428], [-0.83064, 2.00280, -1.75089], [-1.19644, 0.23977, -1.78026], [-1.84344, 1.32195, -0.43506], [4.27907, 4.94675, -2.51104], [3.57129, 3.68025, -2.95041], [3.37127, 3.84015, -4.35822], [4.59366, 4.70134, -4.97116], [5.54243, 3.79550, -5.52595], [4.04875, 5.79245, -5.70595], [5.18345, 5.25874, -3.57580], [3.57606, 5.77691, -2.40646], [4.82183, 4.81293, -1.57651], [2.62059, 3.53664, -2.43970], [4.20269, 2.80099, -2.79643], [-1.24738, -7.14234, 5.96836], [-2.37309, -6.96889, 4.96534], [-1.76077, -7.16224, 3.68974], [-0.55656, -8.23115, 3.83571], [-1.04234, -9.51061, 3.44769], [0.62092, -7.65514, 3.28283], [-0.44189, -8.20167, 5.44816], [-0.62955, -6.24253, 6.02897], [-1.61493, -7.39626, 6.96167], [-2.83567, -5.98507, 5.02461], [-3.13911, -7.73856, 5.09313], [-1.16159, 6.02620, 1.81193], [-1.86072, 4.75707, 1.36154], [-2.06661, 4.93170, -0.04381], [-0.85432, 5.80976, -0.65258], [0.10205, 4.91838, -1.21742], [-1.40771, 6.90239, -1.37426], [-0.26389, 6.35710, 0.74852], [-1.87092, 6.84971, 1.92770], [-0.61410, 5.88687, 2.74296], [-2.80835, 4.59940, 1.87296], [-1.22177, 3.88097, 1.50398], [-2.70288, 1.77154, 6.78358], [-3.42555, 0.50518, 6.36167], [-3.64050, 0.65558, 4.95692], [-2.41890, 1.50043, 4.32080], [-1.48811, 0.59128, 3.75855], [-2.96471, 2.59256, 3.58143], [-1.80936, 2.06803, 5.70912], [-3.39930, 2.60748, 6.88895], [-2.15044, 1.64186, 7.71313], [-4.37187, 0.37336, 6.88339], [-2.79989, -0.37815, 6.51552], [2.82705, 3.93581, -8.40759], [2.50897, 2.69228, -7.59977], [1.68048, 1.90136, -8.45629], [2.11809, 2.15006, -9.99343], [2.99208, 1.09779, -10.38810], [0.95843, 2.50460, -10.73749], [3.00552, 3.47868, -9.75080], [1.98990, 4.63835, -8.39561], [3.72584, 4.43881, -8.05438], [1.99368, 2.92192, -6.66866], [3.41535, 2.12060, -7.38212]],
  "forces_ev_per_a": [[-0.7, 0.1, 0.0], [-1.0, 0.1, 0.2], [1.2, 0.5, 0.6], [-0.4, -1.0, -0.7], [-3.6, -0.2, 0.6], [1.0, 0.8, -0.2], [2.1, 0.6, -0.4], [0.6, 4.0, 0.6], [1.6, 0.6, -0.3], [1.7, -1.5, -1.1], [-0.8, -2.1, -0.1], [1.8, -0.4, -1.1], [-1.3, -1.5, -3.7], [-1.8, -1.0, 1.0], [-0.5, 0.9, -1.1], [-1.5, -0.4, -0.3], [-0.4, -0.7, 0.2], [0.4, 0.9, -0.4], [-1.3, -1.3, 0.4], [1.1, 0.7, 0.1], [-0.5, 0.7, -0.8], [0.6, -0.9, -0.6], [-1.1, 0.1, -0.5], [0.9, 0.3, 0.8], [0.7, 0.8, 0.4], [-1.0, 0.7, 0.5], [0.0, -0.8, 0.8], [-0.3, 1.3, 0.3], [0.3, -0.3, 0.2], [0.0, -1.0, 0.8], [0.3, 0.6, 0.9], [1.1, -0.4, -0.5], [-0.6, 0.2, 0.3], [0.3, -0.4, 0.5], [0.3, 0.7, -0.3], [-0.1, -0.1, 0.8], [-0.2, 0.5, -0.2], [0.2, -0.5, -0.2], [-0.1, -0.5, -0.6], [0.0, -0.1, 0.0], [0.2, 0.0, -0.2], [0.0, 0.1, -0.4], [0.0, 0.0, 0.1], [0.0, 0.6, 0.1], [-0.4, -0.3, 0.3], [0.7, 0.0, 0.1], [-0.3, 0.0, 0.3], [0.4, 0.3, 0.0], [-0.5, -0.6, 0.2], [-0.3, -0.1, -0.6], [-0.1, 0.0, 0.0], [0.1, -0.2, -0.1], [0.1, 0.0, -0.3], [0.0, 0.1, 0.1], [-0.5, 0.2, 0.3], [0.4, -0.4, 0.4], [0.3, 0.7, -0.2], [-0.3, -0.1, 0.5], [-0.1, 0.5, -0.1], [0.2, -0.4, 0.0], [-0.1, -0.5, -0.5], [0.0, 0.0, 0.0], [0.2, 0.0, -0.2], [0.0, 0.0, -0.3], [-0.1, 0.0, 0.1], [-0.5, 0.2, 0.3], [0.4, -0.3, 0.3], [0.2, 0.8, -0.2], [0.4, -0.6, 0.9], [0.4, 0.9, 3.1], [0.1, -0.4, -0.1], [-0.2, -0.3, -0.4], [0.0, -0.1, 0.0], [0.2, 0.0, -0.2], [-0.1, 0.1, -0.3], [0.0, 0.0, 0.1], [-0.3, 0.4, 0.4], [0.6, 0.0, 0.2], [-0.1, 0.4, -0.6], [0.2, 0.2, 0.4], [-0.3, 0.3, -0.2], [0.3, -0.4, 0.1], [-0.2, -0.8, 0.0], [0.0, 0.0, 0.1], [0.0, -0.1, -0.2], [-0.2, -0.1, -0.2], [0.0, 0.1, 0.1]],
  "mulliken_charge": [-0.72, -0.63, 0.17, -1.07, 0.64, -0.44, 0.58, -0.72, 0.14, -0.56, 0.64, -0.10, -0.29, -0.01, -0.12, -0.20, 0.22, -0.93, -0.29, 0.08, 0.40, 0.21, 0.42, 0.35, 0.32, 0.35, 0.31, 0.37, 0.19, 0.36, 0.30, 0.08, -0.37, 0.19, -0.26, 1.14, -0.56, -0.54, -0.35, 0.32, 0.32, -0.15, 0.31, -0.34, -0.35, -0.27, 1.06, -0.56, -0.48, -0.32, 0.28, 0.32, 0.32, 0.29, -0.34, -0.08, -0.33, 0.98, -0.35, -0.57, -0.33, 0.31, 0.31, 0.31, 0.09, -0.40, -0.33, -0.30, 1.16, -0.50, -0.57, -0.32, 0.29, 0.32, 0.31, 0.30, -0.24, -0.26, -0.34, 1.08, -0.54, -0.53, -0.33, 0.30, 0.25, 0.28, 0.32]
}

---

{
  "formula": "NO4S",
  "method": "wB97M-V/def2-TZVPD",
  "total_energy_ev": -20513.212,
  "total_charge": -1,
  "homo_lumo_gap_ev": [6.7, 7.9],
  "homo_energy_ev": [-2.892, -4.379],
  "symbols": ["N", "O", "O", "O", "O", "S"],
  "xyz": [[2.58073, -0.06872, -0.35036], [-1.20537, -1.16634, 0.72997], [1.43715, -0.41613, -0.56455], [-1.35525, 0.35741, -1.13911], [-0.68528, 1.20660, 1.13513], [-0.77198, 0.08718, 0.18892]],
  "forces_ev_per_a": [[-3.7, -0.8, -0.4], [-0.3, -1.5, 0.9], [4.0, 0.5, 0.1], [0.4, 0.3, 0.7], [-0.1, -0.2, -0.4], [-0.3, 1.6, -1.0]],
  "mulliken_charge": [-0.06, -0.56, -0.20, -0.59, -0.56, 0.97]
}